1.
Formula: C12H24N2O4
Source: OMol25
Level of theory: the ωB97M-V functional and the def2-TZVPD basis

Last column: Löwdin charge in e.
Element x y z (Å)
C1 -3.822 0.640 0.989  -0.17
H1 1.674 -0.397 1.244  0.14
H2 -5.009 -0.514 -0.264  0.17
C2 -0.780 -2.041 -0.643  -0.45
H3 -1.201 2.164 1.398  0.16
C3 2.250 -1.410 -0.927  -0.11
O1 -0.931 -1.514 -1.798  -0.02
H4 5.124 1.085 1.724  0.18
H5 -3.455 2.611 0.179  0.03
H6 -0.688 1.690 -1.788  0.18
H7 6.186 1.141 0.104  0.06
H8 -2.942 0.732 1.647  0.11
H9 0.405 2.000 0.376  0.11
H10 -1.435 3.273 -1.195  0.19
O2 2.952 0.915 0.443  -0.19
C4 -0.682 1.589 0.281  -0.13
H11 0.156 -2.596 1.026  0.22
C5 4.119 1.184 -0.231  -0.31
O3 -1.922 -2.319 1.375  -0.08
H12 3.926 0.855 -0.999  -0.02
C6 2.576 -0.590 0.543  -0.03
C7 -1.378 2.053 -0.796  -0.51
H13 3.091 -1.459 -1.291  0.03
H14 3.909 2.330 -0.225  0.17
C8 1.531 -2.578 -0.720  -0.20
H15 5.277 -0.212 0.448  -0.02
N1 -3.007 -1.086 -0.241  0.11
H16 2.135 -3.323 0.023  0.17
C9 5.315 0.736 0.518  -0.03
H17 -4.782 1.114 1.645  0.19
H18 -0.745 0.565 0.669  0.06
O4 -2.515 1.531 -1.179  -0.18
H19 -4.526 1.984 -0.855  0.14
H20 1.467 -0.718 -1.185  0.12
N2 0.197 -2.453 -0.081  0.09
H21 -2.854 -0.832 -1.338  0.24
H22 1.394 -3.177 -1.607  0.13
C10 -3.685 1.736 -0.139  -0.07
C11 -2.107 -1.687 0.217  -0.45
H23 -4.365 -1.295 1.177  0.02
C12 -4.218 -0.653 0.569  -0.10
H24 3.365 -1.076 0.911  0.04

Calculated values
Multiplicity ... 1
Kohn-Sham gap ... 9.250 eV
Relative energy (zero: lowest compared OMol25 entry of this formula, charge and spin) ... 15.317 eV
LUMO ... 0.772 eV

2.
Formula: C12H24O12
Source: OMol25
Level of theory: the ωB97M-V functional and the def2-TZVPD basis

Last column: Löwdin charge in e.
Element x y z (Å)
C1 16.322 12.134 17.571  -0.02
O1 19.723 8.957 12.147  0.12
H1 21.507 10.000 19.681  0.09
O2 23.981 10.147 5.846  0.13
H2 18.820 10.599 13.434  0.10
H3 18.956 14.207 16.529  0.10
H4 21.558 7.526 4.827  0.09
H5 18.672 12.289 12.984  0.08
C2 22.260 8.350 4.921  -0.03
H6 23.131 8.118 4.309  0.10
C3 14.481 11.580 13.337  -0.05
H7 21.830 8.541 10.434  0.10
C4 24.558 10.284 8.510  -0.03
H8 21.498 11.722 20.009  0.10
H9 22.647 11.031 18.791  0.10
O3 23.595 9.403 7.947  -0.01
H10 15.035 12.484 13.091  0.09
H11 20.303 7.671 9.959  0.10
C5 20.930 8.552 9.822  -0.02
H12 15.857 12.886 18.198  0.10
O4 20.655 11.108 18.216  0.01
H13 17.381 11.087 12.620  0.08
C6 23.452 9.406 6.624  -0.62
H14 16.674 11.340 18.234  0.10
O5 14.634 11.221 14.697  0.01
C7 15.304 12.058 15.486  -0.61
C8 21.655 10.979 19.229  -0.04
C9 19.648 9.803 11.295  -0.63
H15 21.247 8.581 8.784  0.08
O6 19.084 11.006 11.421  0.02
H16 13.439 11.662 13.040  0.09
H17 24.052 11.084 9.043  0.10
H18 17.194 12.420 16.993  0.07
O7 15.754 13.136 15.173  0.11
H19 21.802 9.277 4.582  0.10
O8 20.151 9.726 10.080  0.02
O9 15.432 11.473 16.673  0.01
C10 20.622 12.302 17.637  -0.63
O10 21.294 13.251 17.930  0.13
H20 18.971 13.231 15.032  0.07
H21 20.468 13.907 15.682  0.10
O11 22.605 8.429 6.308  0.00
H22 25.191 10.716 7.733  0.09
C11 19.503 13.469 15.944  -0.04
H23 14.922 10.771 12.748  0.09
O12 19.723 12.257 16.653  -0.01
C12 18.454 11.279 12.658  -0.04
H24 25.203 9.713 9.174  0.09

Calculated values
Multiplicity ... 1
Kohn-Sham gap ... 11.529 eV
Relative energy (zero: lowest compared OMol25 entry of this formula, charge and spin) ... 0.469 eV
LUMO ... 0.645 eV

3.
Formula: C12H24O13RbS
Source: OMol25
Level of theory: the ωB97M-V functional and the def2-TZVPD basis

Last column: Löwdin charge in e.
Element x y z (Å)
H1 21.309 -22.787 0.906  0.08
C1 20.551 -22.010 1.004  -0.04
C2 15.727 -15.651 2.826  -0.05
C3 15.252 -21.302 -1.838  -0.27
H2 16.271 -22.646 4.457  0.07
Rb1 15.523 -20.575 1.928  0.96
C4 15.350 -16.721 0.662  -0.53
H3 16.419 -24.518 4.289  0.11
S1 12.488 -21.191 3.916  0.04
H4 16.860 -23.517 5.742  0.09
H5 21.546 -21.369 2.787  0.12
H6 20.024 -20.455 2.615  0.12
H7 14.729 -19.492 -3.019  0.06
H8 15.630 -20.875 -0.909  0.08
O1 17.856 -21.164 3.260  -0.10
H9 14.683 -22.210 -1.641  0.13
O2 18.075 -23.446 3.961  -0.04
H10 16.001 -17.755 -2.074  0.13
H11 19.087 -24.745 -2.771  0.09
H12 14.542 -18.134 -1.193  0.11
O3 18.267 -22.821 -2.544  -0.01
C5 17.087 -22.789 -1.895  -0.44
H13 13.341 -20.309 -2.118  0.09
O4 19.860 -22.363 3.339  0.02
H14 13.561 -17.005 -2.892  0.08
H15 13.880 -15.592 -1.891  0.10
O5 13.374 -22.294 4.153  -0.46
O6 16.402 -21.674 -2.474  0.00
H16 14.957 -15.098 3.365  0.10
C6 16.815 -23.570 4.655  -0.01
O7 15.689 -16.503 -0.550  0.07
H17 20.227 -23.518 -2.647  0.09
H18 16.628 -15.137 3.158  0.09
C7 15.170 -17.308 -1.528  -0.26
O8 14.897 -17.780 1.088  0.04
C8 14.282 -20.418 -2.657  -0.03
O9 16.654 -23.578 -1.017  0.10
C9 14.350 -16.431 -2.406  -0.05
O10 11.487 -22.036 3.277  -0.48
C10 19.273 -23.824 -2.219  -0.02
C11 20.513 -21.414 2.442  -0.15
O11 12.017 -20.446 5.124  -0.46
O12 15.682 -15.586 1.425  -0.02
H19 20.677 -21.228 0.256  0.08
H20 13.862 -21.105 -3.392  0.08
H21 14.927 -16.095 -3.268  0.08
H22 19.345 -24.050 -1.155  0.09
H23 19.620 -22.490 0.702  0.06
H24 15.682 -16.717 3.051  0.10
C12 18.573 -22.171 3.593  -0.45
O13 12.897 -20.278 2.908  -0.55

Calculated values
Multiplicity ... 1
Kohn-Sham gap ... 2.898 eV
Relative energy (zero: lowest compared OMol25 entry of this formula, charge and spin) ... 4.605 eV
Charge ... -1
LUMO ... 1.426 eV